Record 1
# C28H65CdClN7O15P2

A structure of composition C28H65CdClN7O15P2 at a distorted geometry (ωB97M-V/def2-TZVPD, the Open Molecules 2025 dataset).

The total energy is -3927.61369 hartree. The HOMO energy is -9.7 eV. The max |F| comes out at 4.88 eV Å⁻¹. The multiplicity is 1. The value obtained for the HOMO-LUMO gap is 1.00 eV. As for the net charge: +1.

Each line ends with the Löwdin charge.
Positions of all 119 atoms, in Å:
Cd1 0.05178 -7.81553 -1.60500  0.51
O1 -5.51584 -4.45572 -4.63945  0.01
C1 2.95791 9.48396 -3.87898  -0.06
H1 -5.64512 -10.32002 6.08174  0.07
C2 -7.68733 1.33965 1.61157  -0.05
N1 -4.42869 -8.12650 4.75668  -0.31
H2 -5.94995 -9.91850 1.37647  0.07
H3 -7.21583 -10.72780 2.13708  0.08
H4 5.15665 7.02520 -6.24389  0.07
O2 1.54814 -2.70035 3.02903  -0.25
C3 -6.82821 -9.71963 1.99065  -0.10
C4 -5.11766 -11.13275 5.58239  -0.10
O3 2.32972 6.09853 -6.10358  -0.26
H5 -7.61054 -9.07491 1.59016  0.09
N2 -5.98748 -0.13434 1.32447  0.03
H6 1.15761 4.75254 -4.13950  0.09
H7 -8.21086 -8.55084 4.02551  0.09
H8 3.86147 6.64689 -2.17464  0.08
C5 0.42025 7.56873 -3.51411  -0.10
H9 4.69907 4.46824 3.06964  0.08
O4 11.88258 2.98669 0.09955  -0.02
C6 4.44797 6.19628 -2.97531  -0.14
O5 -3.75845 -9.03028 2.26161  -0.29
C7 11.08548 -1.15570 2.03122  -0.04
H10 -7.68470 -10.00803 4.73667  0.08
H11 2.24397 4.49389 3.17765  0.12
C8 10.58747 -0.28140 0.82642  -0.19
O6 1.13986 -3.84387 1.10853  -0.28
H12 -2.77346 -1.58667 -4.91265  0.12
H13 4.70222 5.06109 4.75830  0.08
H14 -7.33160 -3.63844 -4.65950  0.09
H15 -7.33649 -4.91449 -5.76675  0.10
H16 -4.89495 -6.19721 5.42827  0.09
C9 -3.47599 -8.37312 5.87168  -0.09
C10 2.77338 4.97632 3.99929  -0.25
P1 2.61696 6.92860 -4.92557  0.54
C11 -7.18840 -0.75875 1.01064  -0.10
N3 4.20972 6.64092 -4.33164  -0.24
N4 -6.34488 -9.18238 3.26322  -0.29
H17 -4.40943 -11.47341 6.33767  0.08
C12 -3.48261 -1.76850 -5.72021  -0.18
H18 -2.90885 -9.30311 5.83210  0.08
H19 -5.09959 -0.49038 -6.64296  0.07
H20 10.73580 -0.84648 -0.09379  0.11
C13 -6.28147 1.16297 1.63674  -0.08
H21 -6.84521 -8.53819 5.20189  0.07
Cl1 1.63404 -2.58840 1.62281  0.63
C14 -6.68095 -4.13435 -5.37979  -0.05
O7 2.85022 6.38227 3.75527  0.00
O8 11.30815 0.96471 0.78601  0.01
H22 0.76561 8.32667 -2.81100  0.07
O9 1.95951 8.38060 3.42927  0.00
H23 3.38622 8.96945 -3.01878  0.07
N5 1.49931 6.65178 -3.66665  -0.30
C15 -8.21607 0.11667 1.15160  -0.10
H24 -5.71653 -6.71710 3.86583  0.08
H25 0.99226 9.44478 -6.02545  0.07
H26 6.16868 7.46041 -4.93678  0.08
H27 -4.20005 0.22416 -5.35824  0.07
C16 11.24299 1.84209 -0.22734  -0.57
O10 3.00114 -2.40721 1.23920  -0.30
C17 1.67463 7.12556 3.81369  -0.47
C18 4.18498 4.43618 4.03026  -0.07
H28 -5.06054 -0.52337 1.22690  0.16
O11 0.73538 -1.54408 1.22500  -0.29
H29 10.62709 -2.13423 1.88819  0.07
H30 -7.14003 -1.77914 0.66013  0.12
H31 -3.93246 -8.37257 6.86149  0.08
H32 -8.22988 2.26323 1.74953  0.10
C19 12.03476 3.98568 -0.91808  -0.03
O12 -3.34958 -4.01099 -4.00867  0.07
H33 -3.41998 0.07254 -6.92636  0.07
H34 12.88724 3.75237 -1.55600  0.10
C20 -7.30601 -9.05728 4.36147  -0.11
H35 4.32457 5.11714 -2.88398  0.08
C21 5.43547 6.71213 -5.23773  -0.06
H36 1.99506 8.55268 -7.09270  0.07
N6 2.67965 8.57741 -5.09420  -0.28
O13 10.65530 1.65935 -1.27066  0.11
H37 -0.44039 7.05106 -3.09055  0.09
H38 -9.27660 -0.02915 1.00867  0.11
H39 -0.06044 9.06497 3.30004  0.09
H40 4.08418 3.40671 4.37397  0.08
H41 5.48671 6.31645 -2.66763  0.09
H42 -2.94183 -2.26151 -6.52805  0.12
H43 -3.27800 -11.58295 2.75579  0.08
C22 1.34339 5.31456 -3.22422  -0.11
H44 10.70352 -0.72328 2.95600  0.07
H45 11.11950 3.83661 -1.49096  0.08
H46 9.55974 0.07284 0.74642  0.12
H47 2.24701 4.69444 4.91120  0.12
N7 -4.46989 -10.80037 4.26711  -0.27
H48 -4.09250 -6.28415 3.84266  0.08
H49 1.15320 10.23181 2.92834  0.09
H50 -4.47663 -12.65420 3.46520  0.08
H51 -2.75287 -7.55829 5.83613  0.08
P2 -4.62420 -9.25461 3.46834  0.64
C23 0.94918 9.37462 3.56998  -0.05
C24 -4.09381 -0.42399 -6.22814  -0.06
H52 -3.01702 -12.33117 4.43283  0.09
H53 -5.73013 -12.03421 5.56339  0.08
H54 2.61585 10.11093 -6.64798  0.08
C25 -4.44406 -3.65454 -4.51248  -0.50
H55 6.01204 5.79297 -5.34172  0.08
H56 3.64911 10.27542 -4.16866  0.08
O14 0.56835 6.64467 4.21026  0.06
C26 2.03937 9.26652 -6.27016  -0.08
H57 -5.43430 1.82277 1.75227  0.12
H58 12.17535 -1.15337 2.04788  0.08
H59 -6.57781 -3.40361 -6.18196  0.09
H60 2.01126 9.85848 -3.48951  0.06
H61 0.88644 9.64056 4.62518  0.10
H62 0.07003 7.98340 -4.45936  0.08
H63 2.27245 4.95341 -2.78316  0.06
H64 11.98870 4.98182 -0.47798  0.10
C27 -3.70899 -11.91674 3.69967  -0.09
O15 -4.61986 -2.54289 -5.27923  -0.03
C28 -4.82725 -6.75614 4.49493  -0.11
H65 0.54614 5.15764 -2.49767  0.10

---

Record 2
# C28H65Cl10N3

A cluster of 8 separate species, C28H65Cl10N3 in total at a distorted geometry (ωB97M-V/def2-TZVPD, the Open Molecules 2025 dataset).

The total energy is -5871.32089 hartree. The HOMO energy is -8.0 eV. The max |F| comes out at 13.94 eV Å⁻¹. The multiplicity is 1. The value obtained for the HOMO-LUMO gap is 8.47 eV.

Each line ends with the Löwdin charge.
Positions of all 106 atoms, in Å:
C1 3.14812 4.07137 -3.25135  -0.13
Cl1 -0.36713 -1.63431 -1.47571  0.61
C2 -0.73479 2.80740 4.02195  -0.53
H1 -2.33364 -2.64409 -4.33787  -0.01
C3 -5.87185 -0.50544 -3.35472  -0.08
C4 -0.16101 0.07397 -1.03399  -0.65
C5 1.48218 -5.70277 -2.73088  -0.58
H2 1.40258 -0.64256 7.49902  0.02
H3 -2.57919 3.87414 3.53709  0.04
H4 -4.92398 3.57856 0.22206  0.11
H5 3.10331 1.98075 5.03713  0.11
C6 -0.25597 4.19586 -0.34769  -0.18
H6 3.04537 5.23438 -3.05866  0.15
H7 2.43926 3.52256 0.83570  0.14
C7 1.94244 -1.26807 -3.97819  -0.67
H8 -0.95282 2.59932 5.03497  0.08
H9 1.53635 5.28031 -0.74376  0.11
H10 3.06450 1.98613 -2.66706  0.12
H11 -0.85778 5.03181 -0.36969  0.04
C8 -3.73701 -3.69278 -3.30577  -0.36
H12 -1.81554 -0.04156 0.60160  0.02
H13 2.78106 -2.83944 3.36016  0.01
H14 2.94071 3.86379 -4.33586  0.10
H15 -1.96311 -3.32916 -3.18845  0.07
H16 -5.90615 -3.32342 -0.36180  0.10
H17 -4.57326 -1.20985 -1.14964  0.13
H18 1.67260 2.72076 -3.36581  0.14
H19 0.32610 2.89352 3.90026  0.03
H20 1.21518 -1.01929 4.78038  0.13
Cl2 -5.00717 2.75187 3.21729  0.51
H21 -2.99083 2.99718 1.81318  -0.01
N1 -4.64565 -2.70488 -2.78810  -0.14
H22 -0.69922 3.37682 -0.71096  0.01
H23 -5.97304 0.17482 -4.09711  0.03
C9 2.52528 3.01343 -2.58012  -0.38
C10 3.70813 -2.73516 3.54568  -0.08
H24 3.81665 3.53709 -0.36359  0.08
H25 -5.77505 -0.13004 -2.37208  0.03
H26 3.86199 -3.63987 3.94823  0.06
H27 0.08028 3.98921 0.69936  -0.05
H28 -0.52406 0.80693 -1.85048  0.10
H29 -3.53426 1.39939 2.14354  -0.01
H30 2.09050 0.52417 6.60429  -0.01
C11 -1.47280 4.05450 3.59664  -0.66
H31 0.86791 0.63703 -0.97328  0.08
C12 0.91360 -4.91063 -1.53744  -0.65
Cl3 3.99744 0.37174 -5.11142  0.52
C13 -4.24465 -2.33662 -1.34187  -0.19
C14 2.67170 1.50198 4.02476  -0.08
C15 4.25279 -1.80037 4.44695  -0.31
C16 2.90232 3.02665 -0.16441  -0.20
Cl4 2.81951 -1.45086 -2.49491  0.59
H32 -6.75839 -1.15257 -3.38903  0.08
H33 -4.61399 -2.98921 0.71019  0.07
C17 -2.69466 -3.38762 -4.00994  -0.15
Cl5 -3.55017 1.95354 -0.77433  0.63
C18 -0.82494 0.26490 0.33881  -0.71
H34 2.51503 -0.36753 2.93314  0.04
H35 2.64402 -0.82775 -6.37783  0.08
C19 2.14380 -0.40685 6.89523  -0.05
H36 -3.92548 -0.86668 -3.71694  0.11
H37 2.70511 2.25903 3.12226  0.09
C20 2.15413 -1.04548 5.45366  -0.17
C21 -4.55132 2.52804 0.52534  -0.70
H38 3.60540 0.86443 -0.71372  0.07
H39 -3.29166 -2.27524 -1.22674  -0.01
C22 2.90032 -0.98182 -5.25106  -0.65
H40 0.95700 4.79480 -2.08104  0.03
C23 -4.74984 -3.41094 -0.31558  -0.07
C24 3.08482 1.48609 0.06533  -0.11
H41 -3.87238 -4.72062 -2.81995  0.17
H42 2.68059 -5.71301 -2.54244  0.14
H43 4.05389 3.89765 -3.45774  -0.02
Cl6 -0.92637 4.64685 2.08715  0.79
H44 -0.20574 -4.78105 -1.68845  0.06
H45 3.08369 -0.75568 7.25414  0.08
H46 -1.48720 4.69926 4.34788  0.03
H47 1.31517 -3.93789 -1.38599  0.00
H48 4.04300 0.31654 2.91825  0.11
H49 -5.07168 -1.77817 -4.72763  0.13
H50 3.83879 1.45498 0.88294  0.05
H51 -4.38187 -4.38222 -0.30334  0.03
C25 -3.84444 2.32415 1.80467  -0.64
Cl7 0.95094 -5.94989 -0.02131  0.50
C26 0.97794 4.47194 -1.17067  -0.16
H52 4.33611 -2.29117 5.31282  0.07
H53 1.39401 -2.09357 -4.12938  -0.05
H54 -5.50192 1.86001 0.38686  0.10
H55 3.97184 -2.43575 2.49989  0.12
C27 3.20861 0.07929 3.58302  -0.29
H56 -2.28239 -4.20191 -4.58472  0.12
H57 1.36418 -0.42505 -3.73843  0.02
H58 3.72549 -1.95328 -5.20521  0.12
Cl8 1.19109 -4.73981 -4.26519  0.54
N2 1.91976 3.20201 -1.33990  -0.15
H59 1.70560 1.43633 4.55971  0.02
Cl9 -1.11500 1.55836 2.80769  0.68
N3 3.45666 -0.67259 4.74208  -0.18
H60 2.29723 -2.22916 5.83451  0.16
H61 -0.66488 1.28566 0.67284  -0.03
H62 5.24094 -1.45273 4.35058  0.12
H63 -4.49616 -3.86602 -4.14995  0.14
H64 2.22789 1.25315 0.76413  0.06
Cl10 0.10466 -0.70360 1.56669  0.51
C28 -4.76838 -1.55860 -3.66992  -0.27
H65 1.07335 -6.59987 -2.79092  0.00